Record 1
Formula: C36H42N7O12
Source: the Open Molecules 2025 dataset
Level of theory: ωB97M-V with the def2-TZVPD basis set

Last column: Mulliken charge in e.
CARTESIAN COORDINATES (ANGSTROEM)
C: 0.49 -0.02 -1.45  0.01
C: 1.56 -0.05 -2.62  -0.30
C: 0.95 -0.48 -4.01  -0.66
C: 0.90 -2.07 -3.98  0.04
C: 2.32 -2.73 -4.17  -0.54
C: 2.26 -4.31 -3.99  -0.93
C: 1.75 -4.61 -2.53  -0.22
N: 2.64 -5.49 -1.76  -0.36
C: 1.95 -6.09 -0.59  0.65
N: 1.27 -5.04 0.18  -0.27
C: 0.00 -5.16 0.28  0.58
C: -0.75 -6.16 1.21  -1.32
C: -0.93 -4.19 -0.55  -0.28
O: 1.07 -7.12 -1.09  -0.27
N: 1.72 -7.99 -1.99  0.14
O: 1.73 -9.05 -1.48  -0.34
C: 3.09 -6.71 0.35  0.40
O: 3.92 -7.53 -0.06  -0.73
O: 3.12 -6.29 1.57  -0.75
H: 0.86 0.72 -0.67  -0.12
H: 0.34 -1.03 -0.99  -0.17
H: -0.48 0.29 -1.88  0.26
H: 1.94 1.00 -2.74  0.32
H: 2.42 -0.69 -2.31  0.16
H: 1.56 -0.14 -4.88  0.42
H: -0.12 -0.15 -4.07  0.30
H: 0.22 -2.48 -4.77  0.47
H: 0.44 -2.33 -3.00  -0.44
H: 2.76 -2.45 -5.16  0.38
H: 3.03 -2.38 -3.37  0.12
H: 3.25 -4.79 -4.14  0.39
H: 1.52 -4.67 -4.75  0.25
H: 1.66 -3.65 -1.95  0.43
H: 0.76 -5.11 -2.63  0.05
H: 3.46 -4.99 -1.41  0.31
H: -0.02 -6.92 1.57  0.38
H: -1.32 -5.67 2.03  0.34
H: -1.51 -6.70 0.58  0.27
H: -1.29 -4.66 -1.49  0.30
H: -1.80 -3.90 0.09  0.35
H: -0.31 -3.28 -0.73  -0.38
C: -3.01 5.48 -2.02  -0.38
C: -2.39 4.38 -1.43  -0.61
C: -1.97 3.32 -2.21  -0.17
C: -2.18 3.36 -3.58  0.00
C: -2.80 4.45 -4.18  -0.49
C: -3.22 5.51 -3.39  -0.45
N: -1.72 2.25 -4.41  0.93
O: -1.19 1.31 -3.85  -0.62
O: -1.88 2.33 -5.62  -0.63
H: -3.32 6.31 -1.40  0.41
H: -2.22 4.36 -0.36  0.51
H: -1.49 2.47 -1.75  0.53
H: -2.97 4.48 -5.25  0.45
H: -3.70 6.37 -3.84  0.37
C: -4.79 -1.49 4.84  -0.40
C: -3.60 -2.16 4.61  -0.56
C: -2.96 -2.06 3.38  -0.16
C: -3.54 -1.29 2.39  -0.03
C: -4.73 -0.62 2.60  -0.39
C: -5.36 -0.72 3.83  -0.43
N: -2.85 -1.16 1.09  1.05
O: -1.82 -1.78 0.94  -0.53
O: -3.37 -0.44 0.25  -0.64
H: -5.28 -1.56 5.80  0.37
H: -3.15 -2.76 5.40  0.38
H: -2.03 -2.59 3.22  0.51
H: -5.18 -0.01 1.82  0.45
H: -6.29 -0.20 4.00  0.37
C: 6.05 0.83 1.45  -0.44
C: 5.84 1.84 2.38  -0.53
C: 4.61 2.48 2.45  -0.28
C: 3.60 2.09 1.59  -0.05
C: 3.80 1.09 0.64  0.18
C: 5.03 0.46 0.58  -0.63
N: 2.29 2.74 1.67  1.01
O: 2.15 3.63 2.50  -0.64
O: 1.42 2.35 0.92  -0.67
H: 7.01 0.33 1.40  0.38
H: 6.64 2.13 3.05  0.36
H: 4.46 3.26 3.18  0.42
H: 3.01 0.79 -0.03  0.29
H: 5.20 -0.32 -0.15  0.44
C: 0.18 6.57 4.77  -0.53
C: -0.75 7.58 4.98  -0.38
C: -1.85 7.69 4.14  -0.45
C: -2.01 6.77 3.11  0.09
C: -1.08 5.76 2.90  -0.37
C: 0.02 5.66 3.73  -0.39
N: -3.19 6.86 2.24  1.04
O: -3.98 7.76 2.43  -0.61
O: -3.30 6.01 1.37  -0.62
H: 1.04 6.49 5.43  0.39
H: -0.62 8.29 5.79  0.37
H: -2.57 8.48 4.30  0.44
H: -1.20 5.05 2.09  0.54
H: 0.75 4.88 3.58  0.53

As for the highest occupied orbital energy: -3.7 eV. Its total charge is -1. As for the multiplicity: 1. The HOMO-LUMO gap is 4.24 eV.

Record 2
Formula: C18H18Cl2N4O6PdS
Source: the Open Molecules 2025 dataset
Level of theory: ωB97M-V with the def2-TZVPD basis set

Last column: Mulliken charge in e.
CARTESIAN COORDINATES (ANGSTROEM)
Pd: 0.12 0.51 0.48  0.55
C: -1.80 -1.75 3.15  -1.03
C: -0.89 -2.32 2.12  0.06
N: -0.23 -1.63 1.22  -0.11
C: 0.51 -2.52 0.48  0.08
C: 0.29 -3.78 0.96  0.18
N: -0.60 -3.63 1.99  -0.02
C: 0.77 -5.14 0.61  0.52
O: 1.59 -5.21 -0.40  -0.56
O: 0.39 -6.08 1.27  -0.65
C: 1.44 -2.05 -0.61  0.70
O: 1.98 -2.92 -1.31  -0.82
O: 1.58 -0.80 -0.70  -0.43
H: -1.94 -0.69 2.96  0.03
H: -1.38 -1.88 4.15  0.30
H: -2.77 -2.24 3.13  0.43
H: -0.93 -4.42 2.53  0.24
H: 1.81 -4.28 -0.76  0.45
Cl: -0.48 1.02 -2.15  -0.04
C: -0.07 2.75 -2.17  -0.17
Cl: 1.43 3.06 -3.04  -0.17
H: 0.05 3.08 -1.14  0.10
H: -0.87 3.29 -2.67  0.39
C: 1.98 -0.10 3.24  -1.05
C: 2.65 0.62 2.13  0.67
N: 2.06 1.39 1.23  -0.11
C: 3.05 1.88 0.41  -0.31
C: 4.25 1.41 0.82  -0.56
N: 3.98 0.62 1.91  -0.03
H: 0.91 0.08 3.18  -0.02
H: 2.35 0.23 4.22  0.43
H: 2.15 -1.18 3.16  0.34
H: 2.83 2.53 -0.42  0.30
H: 5.25 1.55 0.44  0.40
H: 4.66 0.09 2.44  0.19
O: -2.45 4.06 7.21  -0.46
C: -3.34 3.46 6.40  0.63
O: -4.46 3.26 6.78  -0.54
C: -2.86 3.06 5.04  0.85
C: -1.52 2.90 4.71  -0.89
C: -1.16 2.50 3.43  -0.72
C: -2.13 2.28 2.46  0.59
S: -1.73 1.81 0.83  -0.36
C: -3.48 2.45 2.79  -0.57
C: -3.84 2.83 4.07  -0.76
H: -1.62 4.25 6.76  0.30
H: -0.74 3.04 5.44  0.23
H: -0.12 2.35 3.17  0.54
H: -4.23 2.28 2.03  0.43
H: -4.88 2.95 4.35  0.44

The calculation puts the energy relative to the best compared isomer or geometry (same formula, charge and spin) at 0.4181 eV. As for the highest occupied orbital energy (spin up / spin down): -8.6 / -8.8 eV. Its total charge is 0. As for the multiplicity: 3. The HOMO-LUMO gap (spin up / spin down) is 8.64 / 6.43 eV.

Record 3
Formula: C5H14NO
Source: the Open Molecules 2025 dataset
Level of theory: ωB97M-V with the def2-TZVPD basis set

Last column: Mulliken charge in e.
CARTESIAN COORDINATES (ANGSTROEM)
C: 1.13 0.31 1.89  -1.36
C: 0.66 -0.07 0.40  -0.06
C: -0.80 0.27 0.12  -0.18
C: -1.17 1.73 0.51  -0.53
C: -1.61 2.69 -0.38  -0.62
N: 0.96 -1.47 0.24  -0.28
H: 2.26 0.07 2.02  0.39
H: 1.24 1.30 2.25  0.41
H: 0.46 -0.28 2.63  0.33
H: 1.24 0.44 -0.46  0.23
H: -1.41 -0.59 0.72  0.32
H: -0.89 0.11 -1.06  0.28
H: -1.14 1.91 1.60  0.32
H: -2.70 2.89 -0.27  0.26
H: -0.98 3.23 -1.13  0.28
H: 0.36 -2.09 0.81  0.38
H: 1.90 -1.63 0.63  0.34
H: 0.85 -1.71 -0.96  0.47
H: 0.36 -1.52 -2.85  0.34
H: -0.18 -2.97 -2.76  0.33
O: 0.33 -2.30 -2.27  -0.64

The calculation puts the energy relative to the best compared isomer or geometry (same formula, charge and spin) at 5.2664 eV. As for the highest occupied orbital energy: -11.2 eV. Its total charge is +1. As for the multiplicity: 1. The HOMO-LUMO gap is 7.64 eV.

Record 4
Formula: C39H38N7O11W
Source: the Open Molecules 2025 dataset
Level of theory: ωB97M-V with the def2-TZVPD basis set

Last column: Mulliken charge in e.
CARTESIAN COORDINATES (ANGSTROEM)
W: 0.09 0.52 -0.88  1.17
C: 1.49 3.42 5.91  -0.95
O: 1.70 2.45 4.86  -0.32
C: 2.88 1.79 4.86  0.73
C: 3.91 1.95 5.77  -0.53
C: 5.06 1.18 5.66  -0.80
C: 5.18 0.22 4.66  -1.11
C: 4.16 0.04 3.75  -0.30
C: 3.02 0.84 3.84  0.19
N: 1.91 0.72 2.96  0.14
C: 1.95 0.65 1.64  0.00
N: 3.08 0.65 0.95  0.29
C: 3.18 0.63 -0.45  -0.15
C: 2.08 0.57 -1.34  -0.53
C: 2.37 0.57 -2.73  -0.39
C: 3.67 0.63 -3.18  -1.29
C: 4.74 0.69 -2.29  -0.33
C: 4.50 0.69 -0.92  1.46
O: 5.44 0.75 0.04  -0.46
C: 6.82 0.89 -0.35  -0.95
N: 0.81 0.60 0.91  0.43
C: -0.54 0.48 1.27  -0.61
C: -1.33 1.68 1.53  -0.29
C: -2.61 1.56 1.97  -0.90
C: -3.15 0.27 2.22  -0.77
C: -2.40 -0.88 2.14  -0.82
C: -1.06 -0.79 1.77  1.02
O: -0.19 -1.76 1.83  -0.14
C: -0.60 -3.08 2.28  -1.03
H: 0.50 3.83 5.73  0.24
H: 2.23 4.21 5.85  0.40
H: 1.52 2.93 6.88  0.41
H: 3.83 2.68 6.57  0.48
H: 5.86 1.32 6.37  0.43
H: 6.07 -0.40 4.61  0.44
H: 4.22 -0.75 3.02  0.55
H: 1.02 0.96 3.38  0.46
H: 3.96 0.77 1.44  0.50
H: 1.58 0.53 -3.46  0.61
H: 3.87 0.63 -4.25  0.50
H: 5.75 0.74 -2.66  0.53
H: 7.38 0.95 0.58  0.26
H: 6.96 1.80 -0.93  0.42
H: 7.14 0.01 -0.92  0.39
H: -0.89 2.64 1.31  0.78
H: -3.22 2.44 2.13  0.60
H: -4.18 0.19 2.54  0.55
H: -2.84 -1.83 2.43  0.57
H: 0.31 -3.67 2.31  0.29
H: -1.31 -3.50 1.57  0.26
H: -1.03 -3.01 3.28  0.47
O: -2.17 0.38 -1.44  -0.49
C: -1.67 0.91 -2.47  0.70
O: -0.52 0.44 -2.86  -0.63
C: -1.96 2.33 -2.77  0.74
C: -2.80 2.97 -3.66  -1.27
C: -2.82 4.35 -3.62  -0.39
C: -2.07 5.10 -2.74  -0.58
C: -1.25 4.44 -1.84  -0.35
C: -1.17 3.06 -1.87  0.60
O: -0.33 2.34 -1.08  0.06
N: -0.50 5.22 -0.84  0.92
O: -0.27 4.65 0.23  -0.55
O: -0.20 6.34 -1.12  -0.51
N: -3.71 5.06 -4.58  1.04
O: -4.36 4.37 -5.32  -0.58
O: -3.72 6.27 -4.50  -0.56
H: -3.43 2.44 -4.36  0.68
H: -2.13 6.18 -2.75  0.66
C: -4.76 -2.38 -1.00  -0.96
C: -3.93 -3.62 -0.71  0.05
N: -3.49 -4.32 -1.90  0.16
C: -4.51 -5.03 -2.70  -0.81
C: -4.83 -4.34 -4.01  -1.06
C: -2.21 -4.45 -2.31  0.09
O: -1.85 -5.16 -3.23  -0.60
C: -1.09 -3.69 -1.62  0.49
C: 0.09 -4.40 -1.40  -0.41
C: 1.21 -3.72 -0.93  -1.38
C: 1.15 -2.36 -0.77  0.18
N: 0.02 -1.65 -1.03  0.12
C: -1.09 -2.33 -1.43  -0.09
H: -5.05 -1.88 -0.07  0.40
H: -5.68 -2.64 -1.52  0.43
H: -4.22 -1.66 -1.63  0.16
H: -4.52 -4.32 -0.11  0.47
H: -3.06 -3.37 -0.10  -0.46
H: -5.39 -5.12 -2.06  0.42
H: -4.14 -6.04 -2.89  0.45
H: -5.19 -3.32 -3.85  0.27
H: -5.62 -4.89 -4.53  0.40
H: -3.96 -4.31 -4.65  0.32
H: 0.12 -5.46 -1.61  0.61
H: 2.14 -4.24 -0.73  0.57
H: 2.01 -1.80 -0.45  0.33
H: -1.97 -1.74 -1.62  0.49

The calculation puts the energy relative to the best compared isomer or geometry (same formula, charge and spin) at 0.0923 eV. As for the highest occupied orbital energy: -15.7 eV. Its total charge is +3. As for the multiplicity: 1. The HOMO-LUMO gap is 4.78 eV.

Record 5
Formula: C30H46F6N8O10
Source: the Open Molecules 2025 dataset
Level of theory: ωB97M-V with the def2-TZVPD basis set

Last column: Mulliken charge in e.
CARTESIAN COORDINATES (ANGSTROEM)
C: 14.42 -34.42 -19.53  -1.34
C: 15.16 -34.59 -18.23  -0.01
O: 14.20 -34.51 -17.14  -0.16
C: 14.63 -34.70 -15.90  0.21
O: 15.80 -34.59 -15.54  -0.56
C: 13.56 -34.96 -14.82  0.96
F: 12.45 -35.35 -15.45  -0.24
F: 14.03 -36.05 -14.13  -0.28
F: 13.38 -33.97 -13.95  -0.23
H: 13.59 -35.12 -19.63  0.35
H: 15.10 -34.56 -20.37  0.39
H: 14.01 -33.41 -19.58  0.32
H: 15.88 -33.78 -18.21  0.22
H: 15.67 -35.54 -18.30  0.32
C: 8.01 -27.57 -13.85  -1.22
C: 8.08 -28.96 -13.24  0.17
O: 8.42 -29.82 -14.31  -0.17
C: 8.04 -31.08 -14.37  0.42
O: 7.46 -31.71 -13.48  -0.60
C: 8.43 -31.84 -15.65  0.81
F: 8.92 -31.03 -16.59  -0.24
F: 9.51 -32.61 -15.39  -0.19
F: 7.40 -32.56 -16.05  -0.24
H: 8.96 -27.10 -14.09  0.25
H: 7.57 -26.95 -13.07  0.42
H: 7.34 -27.55 -14.72  0.33
H: 7.16 -29.24 -12.73  0.49
H: 8.95 -29.00 -12.58  -0.21
C: 13.44 -31.48 -11.80  0.40
O: 13.20 -30.99 -10.46  0.90
C: 11.93 -30.63 -10.16  -0.30
O: 10.98 -30.43 -10.94  -0.54
O: 11.86 -30.47 -8.84  -0.31
C: 10.67 -30.06 -8.24  -0.51
H: 14.51 -31.72 -11.83  -0.23
H: 13.33 -30.67 -12.52  -0.20
H: 12.79 -32.28 -12.14  -0.05
H: 9.78 -30.69 -8.19  0.12
H: 10.33 -29.15 -8.74  0.30
H: 10.88 -29.66 -7.25  0.26
C: 11.13 -26.65 -11.13  -0.65
O: 12.43 -27.14 -11.29  -0.35
C: 12.85 -27.35 -12.51  0.92
O: 12.25 -27.07 -13.52  -0.62
O: 14.03 -27.95 -12.35  -0.22
C: 14.76 -28.28 -13.53  -0.73
H: 10.27 -27.32 -11.08  0.15
H: 10.81 -25.92 -11.87  0.38
H: 11.21 -26.05 -10.22  0.26
H: 14.29 -28.99 -14.21  0.27
H: 15.59 -28.93 -13.25  0.12
H: 15.29 -27.44 -13.97  0.42
C: 13.93 -34.41 -9.44  -0.24
C: 12.60 -34.03 -9.02  0.20
N: 11.56 -33.76 -8.64  -0.49
H: 14.42 -34.85 -8.57  0.45
H: 14.43 -33.47 -9.68  -0.33
H: 13.93 -35.07 -10.31  0.40
C: 17.69 -33.44 -9.40  -0.89
C: 17.30 -32.31 -10.27  0.55
N: 17.06 -31.42 -10.96  -0.46
H: 16.83 -34.01 -9.04  0.13
H: 18.22 -33.13 -8.50  0.31
H: 18.37 -34.12 -9.89  0.36
C: 15.31 -29.59 -8.64  -0.65
C: 15.22 -30.91 -8.01  0.58
N: 15.12 -31.96 -7.50  -0.51
H: 15.86 -28.87 -8.03  0.43
H: 14.34 -29.16 -8.87  0.08
H: 15.70 -29.59 -9.66  0.12
C: 16.75 -31.70 -14.25  0.09
C: 16.90 -31.91 -15.70  0.19
N: 17.00 -31.97 -16.82  -0.49
H: 17.69 -31.96 -13.76  0.37
H: 15.85 -32.18 -13.86  -0.11
H: 16.55 -30.64 -14.11  -0.04
C: 8.44 -24.84 -6.53  -0.81
C: 9.46 -25.73 -7.09  0.30
N: 10.23 -26.44 -7.54  -0.33
H: 8.75 -23.80 -6.67  0.34
H: 8.42 -24.98 -5.45  0.26
H: 7.53 -25.13 -7.06  0.27
C: 10.31 -34.04 -11.93  0.09
C: 10.78 -35.29 -11.35  0.14
N: 11.19 -36.31 -10.97  -0.53
H: 10.18 -33.26 -11.17  0.02
H: 9.32 -34.17 -12.36  0.40
H: 11.03 -33.71 -12.67  -0.12
C: 8.26 -30.30 -5.96  -0.76
C: 7.40 -29.21 -6.45  0.42
N: 6.77 -28.37 -6.84  -0.41
H: 8.21 -31.03 -6.76  0.26
H: 7.84 -30.78 -5.08  0.38
H: 9.21 -29.87 -5.64  0.20
C: 11.14 -28.42 -15.96  -0.67
C: 11.62 -29.64 -15.31  0.40
N: 12.07 -30.59 -14.83  -0.35
H: 10.52 -28.55 -16.85  0.34
H: 12.06 -27.94 -16.28  0.41
H: 10.63 -27.82 -15.20  -0.09

As for the highest occupied orbital energy: -10.8 eV. Its total charge is 0. As for the multiplicity: 1. The HOMO-LUMO gap is 11.26 eV. As for the structure (SMILES): CCOC(=O)C(F)(F)F.CCOC(=O)C(F)(F)F.COC(=O)OC.COC(=O)OC.CC#N.CC#N.CC#N.CC#N.CC#N.CC#N.CC#N.CC#N.

Record 6
Formula: C8H8N2S2
Source: the Open Molecules 2025 dataset
Level of theory: ωB97M-V with the def2-TZVPD basis set

Last column: Mulliken charge in e.
CARTESIAN COORDINATES (ANGSTROEM)
C: -2.23 -1.22 0.76  -0.24
C: -2.71 -0.97 -0.55  -0.56
C: -0.97 -0.83 1.17  -0.57
C: -1.85 -0.30 -1.41  -0.31
C: -0.32 -0.05 0.24  0.77
C: 1.18 1.86 0.15  -0.30
C: 2.13 -0.53 -0.03  0.06
C: 1.01 0.49 0.63  -0.37
N: -0.68 0.20 -0.97  -0.37
N: 1.37 2.84 0.88  -0.63
S: 3.26 -1.19 0.98  -0.19
S: 1.94 -0.94 -1.67  -0.11
H: -2.84 -1.77 1.57  0.29
H: -3.73 -1.11 -0.78  0.42
H: -0.36 -0.93 2.08  0.34
H: -2.19 -0.11 -2.47  0.32
H: 1.03 1.75 -0.91  0.33
H: 1.24 0.24 1.61  0.70
H: 1.49 3.88 0.46  0.27
H: 3.23 -1.29 -1.74  0.16

The calculation puts the energy relative to the best compared isomer or geometry (same formula, charge and spin) at 2.6331 eV. As for the highest occupied orbital energy: -8.7 eV. Its total charge is 0. As for the multiplicity: 1. The HOMO-LUMO gap is 8.27 eV. As for the structure (SMILES): [H]/N=C/[C@H](C(=S)S)c1ccccn1.

F_max values (in Eh/bohr) by entry order: 0.07228, 0.01106, 0.07406, 0.01028, 0.07398, 0.07813.
E_tot values (in eV) by entry order: -72998.5330, -76565.6834, -8938.7416, -75807.5957, -80553.8871, -33073.9967.